Entry 1:
C29H66ClN3O11P | ωB97M-V/def2-TZVPD

## Properties
Kohn-Sham gap ... 6.891 eV
Net charge ... +1

```
111
Properties=species:S:1:pos:R:3:lowdin_charge:R:1
C 1.1397 -2.3863 4.8182 0.040
C 1.5132 -2.1607 3.4350 -0.128
C 0.5285 -2.7205 2.3410 -0.168
N 1.1500 -2.9418 0.9535 -0.408
C 1.2122 -1.5711 0.3120 -0.175
C 2.5214 -0.7024 0.6281 -0.167
C 2.0582 0.7419 1.1849 -0.199
C 3.1344 1.4435 2.1446 -0.207
C 4.6552 1.3173 1.6082 -0.280
N 5.4806 2.2743 2.4118 -0.035
N 2.3328 -3.6516 1.0218 -0.115
C 3.0832 -3.8822 -0.2339 -0.059
C 2.3078 -4.9345 1.7488 -0.383
C 3.1579 -5.0609 3.1187 0.004
O 1.7605 -5.9930 1.3884 0.073
P -0.2388 -3.8070 0.0909 0.745
O -1.6284 -2.7730 0.1438 -0.310
Cl 0.1254 -4.0712 -1.9424 0.347
H 1.1848 -3.4774 5.1625 0.076
H 0.7901 -1.5598 5.5121 0.078
H 2.4741 -1.5841 3.2703 0.107
H -0.3497 -1.9823 2.2902 0.139
H 0.0457 -3.6919 2.7447 0.141
H 1.2144 -1.7128 -0.8317 0.105
H 0.3111 -0.9122 0.5215 0.132
H 3.2919 -1.2186 1.2872 0.096
H 3.0662 -0.4792 -0.3607 0.128
H 1.9632 1.4122 0.2533 0.121
H 1.0621 0.7281 1.7324 0.097
H 2.8995 2.5691 2.1548 0.117
H 3.0379 1.0718 3.2310 0.114
H 4.6910 1.5500 0.4823 0.127
H 4.9624 0.2365 1.7748 0.101
H 5.2326 2.0788 3.3954 0.066
H 5.1833 3.2395 2.2035 0.070
H 3.1279 -4.9919 -0.5347 0.119
H 2.7599 -3.3157 -1.1550 0.077
H 4.1817 -3.5906 -0.0448 0.122
H 2.4688 -5.3670 3.9774 0.096
H 3.8772 -5.9364 2.9592 0.104
H 3.7655 -4.1271 3.3428 0.084
H -2.0134 -2.9711 1.0246 0.057
C -4.3376 -6.3985 -8.6429 -0.107
O -3.0542 -6.3626 -8.0467 -0.208
C -2.2654 -5.2790 -8.5265 -0.195
C -1.2185 -4.8825 -7.4932 -0.173
O -1.7477 -4.0951 -6.4241 -0.133
C -2.5633 -4.7880 -5.4788 -0.172
C -1.7732 -5.7129 -4.5610 -0.218
O -1.4490 -6.9238 -5.2323 -0.197
C -0.2909 -7.5389 -4.7019 -0.106
H -4.2549 -6.5605 -9.7205 0.089
H -4.8948 -7.2241 -8.1979 0.090
H -4.8805 -5.4696 -8.4394 0.087
H -2.8965 -4.4129 -8.7554 0.127
H -1.7662 -5.6145 -9.4426 0.128
H -0.4854 -4.2395 -7.9889 0.127
H -0.6746 -5.7463 -7.1144 0.117
H -3.3844 -5.3091 -5.9724 0.121
H -3.0123 -4.0071 -4.8584 0.125
H -2.3850 -5.9743 -3.6884 0.126
H -0.8639 -5.2002 -4.2257 0.062
H 0.5703 -6.8663 -4.7842 0.085
H -0.0829 -8.4333 -5.2900 0.093
H -0.4504 -7.8254 -3.6582 0.086
C -0.7392 2.8287 -1.3992 -0.116
O -0.0448 4.0181 -1.0825 -0.217
C 0.5708 4.6063 -2.2265 -0.189
C 0.7472 6.1061 -2.0258 -0.172
O -0.4563 6.8471 -2.2238 -0.124
C -1.4427 6.7217 -1.1989 -0.171
C -1.0707 7.4430 0.0901 -0.186
O -0.1321 6.6748 0.8378 -0.237
C 0.6655 7.4789 1.6875 -0.103
H -0.0457 2.0698 -1.7740 0.079
H -1.2165 2.4609 -0.4887 0.075
H -1.5209 3.0271 -2.1392 0.093
H -0.0320 4.4283 -3.1240 0.129
H 1.5529 4.1354 -2.3514 0.124
H 1.4381 6.4680 -2.7927 0.130
H 1.1981 6.3365 -1.0619 0.118
H -1.6964 5.6757 -1.0211 0.115
H -2.3394 7.2001 -1.6014 0.130
H -1.9658 7.5667 0.7119 0.120
H -0.6588 8.4293 -0.1515 0.130
H 1.2237 8.2164 1.1017 0.090
H 1.3829 6.8302 2.1925 0.089
H 0.0461 7.9799 2.4370 0.086
C -3.0882 6.0008 3.5237 -0.098
O -2.7693 4.6222 3.5260 -0.199
C -1.8177 4.2871 2.5210 -0.182
C -1.0433 3.0361 2.9162 -0.174
O -0.0191 3.2840 3.8777 -0.138
C -0.4602 3.5538 5.2098 -0.169
C -1.0005 2.3240 5.9292 -0.193
O -2.3283 2.0384 5.5020 -0.199
C -2.6604 0.6734 5.6568 -0.111
H -3.5586 6.2835 2.5781 0.085
H -3.7855 6.1887 4.3413 0.092
H -2.1891 6.6022 3.6948 0.085
H -1.1169 5.1131 2.3611 0.111
H -2.3714 4.0984 1.5934 0.128
H -0.5198 2.6708 2.0267 0.104
H -1.7050 2.2347 3.2437 0.117
H -1.1693 4.3821 5.2305 0.123
H 0.4317 3.8884 5.7465 0.128
H -1.0362 2.5173 7.0080 0.130
H -0.3391 1.4706 5.7355 0.115
H -1.9754 0.0452 5.0746 0.070
H -3.6703 0.5247 5.2726 0.091
H -2.6329 0.3872 6.7120 0.090
```

***

Entry 2:
C29H68B4F22N7O11 | ωB97M-V/def2-TZVPD

## Properties
Kohn-Sham gap ... 0.854 eV
Net charge ... +1

```
141
Properties=species:S:1:pos:R:3:lowdin_charge:R:1
C -4.1465 -0.6418 -2.5764 0.025
C -3.0002 -0.3946 -3.5159 -0.371
O -1.8429 -0.6456 -3.1879 0.110
N -3.4182 0.1775 -4.8047 0.138
H -4.3232 0.6142 -4.7029 0.164
H -2.7824 0.9209 -5.0560 0.078
C -3.5376 -0.9362 -5.9955 0.104
H -4.7337 -1.5383 -2.7756 0.093
H -4.8107 0.2168 -2.4782 0.104
H -3.8109 -0.9479 -1.5856 0.089
H -2.6112 -1.4263 -6.2950 0.082
H -4.0597 -0.3738 -6.7697 0.103
H -4.1520 -1.7485 -5.6071 0.082
C -6.0541 3.9684 1.7627 0.018
C -5.2337 3.1556 2.7345 -0.301
O -4.6453 3.6604 3.7216 0.153
N -5.0797 1.6888 2.3484 0.138
H -5.9502 1.2182 2.1464 0.163
H -4.4872 1.5662 1.5397 0.095
C -4.4633 0.8607 3.5646 0.051
H -5.5283 4.8413 1.3758 0.113
H -6.9819 4.3332 2.2035 0.098
H -6.3591 3.3801 0.8973 0.074
H -3.3797 0.8869 3.4495 0.066
H -4.7940 -0.1644 3.3972 0.085
H -4.6197 1.1772 4.5959 0.096
C 5.0102 -1.3138 0.6887 0.030
C 5.2649 0.2032 0.6635 -0.366
O 6.0936 0.7169 -0.0119 0.126
N 4.3708 1.0740 1.4927 0.128
H 3.6922 1.5084 0.8837 0.083
H 3.8778 0.4943 2.1568 0.117
C 4.9932 2.3234 2.1705 0.061
H 5.7025 -1.8848 0.0701 0.074
H 4.0291 -1.5137 0.2578 0.077
H 5.0952 -1.8119 1.6545 0.093
H 4.1845 2.7815 2.7399 0.104
H 5.3478 3.0408 1.4305 0.100
H 5.7957 2.0266 2.8458 0.102
C -0.4834 -4.0469 6.8478 0.038
C -0.1939 -3.8139 5.3663 -0.376
O 0.7482 -4.1894 4.7063 0.178
N -1.1486 -2.9813 4.5829 0.120
H -1.2041 -3.4595 3.6950 0.136
H -2.0999 -3.0689 4.9106 0.173
C -0.5788 -1.5194 4.5402 0.077
H -0.6186 -3.1038 7.3772 0.095
H 0.3336 -4.5767 7.3378 0.103
H -1.4173 -4.5847 7.0110 0.093
H -1.3485 -0.8720 4.1201 0.084
H 0.3639 -1.4482 3.9977 0.093
H -0.3586 -1.1745 5.5504 0.106
C 0.9083 -0.1103 -1.9535 0.031
C 0.9505 0.2068 -0.4859 -0.299
O 1.9366 0.0063 0.2376 0.105
N -0.3699 0.5228 0.1661 0.161
H -0.7904 1.2087 -0.4444 0.115
H -0.8888 -0.3436 0.1523 0.117
C -0.1393 0.9862 1.6540 0.081
H 0.4397 -1.0632 -2.1995 0.071
H 1.9262 -0.1650 -2.3394 0.075
H 0.4941 0.7132 -2.5353 0.086
H -1.1066 0.8108 2.1247 0.069
H -0.0898 2.0724 1.7306 0.107
H 0.6314 0.3952 2.1487 0.088
C 0.1084 -5.6682 -5.6013 0.027
C -1.0487 -5.1712 -4.7618 -0.362
O -2.1196 -5.0054 -5.3068 0.165
N -0.8123 -5.1520 -3.2737 0.125
H -0.9628 -5.9661 -2.6953 0.181
H 0.1688 -5.0740 -3.0468 0.169
C -1.5981 -4.0175 -2.4924 0.072
H 0.6596 -6.4296 -5.0493 0.094
H 0.7702 -4.8359 -5.8406 0.084
H -0.1937 -6.1053 -6.5530 0.109
H -1.0013 -3.1128 -2.6086 0.075
H -1.6836 -4.3356 -1.4534 0.096
H -2.6012 -3.8106 -2.8654 0.103
C 4.7132 1.8013 -4.0401 0.036
C 5.2429 0.5369 -3.4469 -0.320
O 4.6526 -0.1496 -2.5602 0.116
N 6.6553 0.2073 -3.8211 0.107
H 6.7153 0.5120 -4.7821 0.164
H 7.3602 0.7971 -3.4023 0.190
C 7.0063 -1.3133 -3.7641 0.064
H 3.7718 2.0579 -3.5543 0.099
H 4.4855 1.6032 -5.0875 0.103
H 5.3021 2.7183 -4.0252 0.117
H 7.9911 -1.3352 -4.2309 0.101
H 6.3018 -1.9019 -4.3517 0.108
H 7.1378 -1.5952 -2.7194 0.104
C -2.0297 4.0636 5.7508 -0.493
O -1.7423 3.2965 6.9122 -0.085
O -2.1273 5.4133 6.1478 -0.269
C -1.3028 3.6699 4.4241 -0.502
F 0.0452 3.6292 4.5259 0.140
F -1.7390 2.4145 4.0867 0.047
F -1.7085 4.4907 3.4153 0.121
C -1.8949 1.8750 6.9385 -0.269
C -1.7015 1.3234 8.4119 -0.067
H -2.3131 1.7884 9.1851 0.068
H -2.0633 0.2985 8.3305 0.040
H -0.6817 1.3193 8.7967 0.065
H -1.2561 1.3332 6.2411 0.082
H -2.8794 1.5231 6.6301 0.083
H -3.1023 3.8946 5.6562 0.102
C -0.3292 1.7854 -5.9764 -0.348
O -0.2733 0.3927 -5.5877 -0.126
O -1.6938 2.2246 -5.8014 -0.262
C 0.8496 2.6717 -5.3641 -0.689
F 0.6057 3.8968 -5.1648 0.232
F 1.2591 2.2630 -4.1665 0.134
F 1.8443 2.6478 -6.1854 0.169
C 0.8840 -0.2654 -6.0526 -0.282
C 0.7066 -1.7856 -5.8315 -0.080
H 0.0041 -2.1847 -6.5632 0.067
H 1.6206 -2.3788 -5.8558 0.064
H 0.2398 -1.9442 -4.8593 0.047
H 1.7190 0.0029 -5.4054 0.094
H 1.3296 -0.1207 -7.0369 0.125
H -0.2392 1.6804 -7.0575 0.133
B 2.5073 3.5876 0.4049 -1.394
F 2.9226 2.4313 -0.2462 0.116
F 1.4005 4.1167 -0.2073 0.157
F 2.3298 3.3101 1.7551 0.130
F 3.4461 4.5713 0.3839 0.156
B -2.9335 2.3264 -0.1419 -1.413
F -2.3667 3.1469 0.8260 0.161
F -3.2256 1.1176 0.4912 0.110
F -4.1324 2.7882 -0.5716 0.176
F -2.0523 2.2053 -1.1656 0.180
B 3.2890 -0.5833 4.2582 -1.421
F 2.4864 0.5311 4.0241 0.126
F 4.6434 -0.3265 4.3406 0.137
F 2.8714 -1.0441 5.4775 0.129
F 3.0395 -1.5942 3.3620 0.127
B -1.5953 -2.6039 1.2037 -1.398
F -1.9270 -3.9429 1.2888 0.135
F -2.4824 -1.8699 1.9680 0.136
F -0.3344 -2.3839 1.7064 0.150
F -1.4866 -2.1518 -0.0962 0.126
```

***

Calculated HOMO energy (eV), listed in the same order as above: -10.73 -5.33